[1]
{"formula": "CH2IO2P", "method": "ωB97M-V with the def2-TZVPD basis set", "symbols": ["C", "O", "O", "P", "I", "H", "H"], "coordinates": [[0.80, 0.23, 0.01], [0.04, -0.30, -1.05], [0.20, -0.60, 1.04], [-0.84, -1.26, -0.07], [-2.79, 0.72, 0.04], [1.80, -0.15, 0.07], [0.78, 1.34, -0.04]], "lowdin_charge": [-0.33, -0.42, -0.38, 0.79, 0.08, 0.11, 0.14], "relative_energy_ev": 0.367, "mol_weight_g_mol": 203.903, "e_homo_ha": -0.3367, "e_tot_ha": -828.828098, "lumo_ev": -0.73}

[2]
{"formula": "C25H23BrF3FeN3OP", "method": "ωB97M-V with the def2-TZVPD basis set", "symbols": ["Fe", "Br", "C", "C", "C", "C", "O", "C", "C", "N", "C", "C", "C", "C", "C", "C", "C", "C", "N", "C", "C", "H", "H", "H", "H", "H", "H", "H", "H", "H", "H", "C", "P", "C", "C", "H", "H", "H", "H", "H", "H", "H", "H", "H", "F", "C", "F", "F", "C", "C", "C", "N", "C", "C", "H", "H", "H", "H"], "coordinates": [[0.12, -0.26, -0.11], [5.91, 4.76, -0.64], [4.67, 3.33, -0.62], [5.13, 2.00, -0.63], [4.23, 0.97, -0.61], [2.83, 1.20, -0.58], [2.01, 0.24, -0.53], [2.37, 2.58, -0.63], [0.99, 2.91, -0.76], [-0.01, 2.11, -0.62], [-1.31, 2.54, -0.86], [-1.73, 3.86, -0.80], [-3.04, 4.22, -1.10], [-3.97, 3.27, -1.45], [-3.60, 1.91, -1.51], [-4.49, 0.88, -1.88], [-4.05, -0.41, -1.94], [-2.72, -0.69, -1.59], [-1.87, 0.24, -1.21], [-2.26, 1.53, -1.19], [3.31, 3.61, -0.63], [6.19, 1.80, -0.67], [4.57, -0.05, -0.62], [0.81, 3.95, -1.05], [-1.04, 4.64, -0.50], [-3.32, 5.26, -1.04], [-4.98, 3.55, -1.69], [-5.52, 1.13, -2.12], [-4.69, -1.22, -2.25], [-2.35, -1.70, -1.63], [2.98, 4.63, -0.62], [-0.48, -1.17, 3.36], [0.03, 0.22, 2.26], [-1.08, 1.56, 2.84], [1.63, 0.73, 2.98], [-0.57, -0.81, 4.38], [0.24, -1.98, 3.33], [-1.45, -1.55, 3.04], [-0.95, 1.71, 3.91], [-2.12, 1.30, 2.63], [-0.84, 2.49, 2.33], [1.56, 0.84, 4.06], [1.92, 1.69, 2.54], [2.41, 0.00, 2.74], [-1.20, -7.09, -0.66], [0.09, -6.81, -0.46], [0.80, -7.49, -1.36], [0.42, -7.27, 0.75], [0.32, -5.31, -0.57], [0.90, -4.60, 0.47], [0.95, -3.22, 0.35], [0.47, -2.55, -0.70], [0.00, -3.26, -1.73], [-0.09, -4.64, -1.72], [1.28, -5.10, 1.35], [1.40, -2.61, 1.13], [-0.32, -2.69, -2.59], [-0.49, -5.18, -2.56]], "lowdin_spin": [3.77, 0.12, 0.20, -0.01, 0.11, 0.11, 0.28, 0.12, -0.02, 0.11, 0.00, 0.02, 0.00, 0.03, 0.00, 0.01, 0.00, 0.01, 0.03, 0.01, 0.00, 0.00, 0.00, 0.00, 0.00, 0.00, 0.00, 0.00, 0.00, 0.00, 0.00, 0.01, 0.03, 0.01, 0.00, 0.00, 0.00, 0.00, 0.00, 0.00, 0.00, 0.00, 0.00, 0.00, 0.00, 0.00, 0.00, 0.00, 0.00, 0.00, 0.01, 0.03, 0.00, 0.00, 0.00, 0.00, 0.00, 0.00], "s2": 8.80, "relative_energy_ev": 0.780, "mol_weight_g_mol": 605.196, "e_homo_ha": [-0.5140, -0.5199], "spin_multiplicity": 6, "e_tot_ha": -5684.190414, "lumo_ev": [-6.45, -8.79], "charge": 2}

[3]
{"formula": "C5H9NO", "method": "ωB97M-V with the def2-TZVPD basis set", "symbols": ["C", "C", "C", "C", "C", "H", "H", "H", "H", "H", "H", "H", "H", "H", "N", "O"], "coordinates": [[1.64, -0.68, -0.16], [0.14, -1.22, 0.05], [-2.01, 0.12, -0.04], [-0.71, 0.80, 0.23], [0.51, 1.55, -0.20], [1.96, -0.95, -1.19], [2.30, -0.98, 0.73], [0.11, -2.25, -0.40], [0.12, -1.61, 1.06], [-2.62, -0.23, 0.79], [-2.88, 0.45, -0.83], [-0.53, 0.49, 1.28], [0.38, 1.74, -1.30], [0.72, 2.41, 0.35], [-0.71, -0.39, -0.47], [1.59, 0.75, 0.11]], "lowdin_charge": [-0.10, -0.28, -0.04, -0.27, -0.19, 0.12, 0.15, 0.13, 0.11, 0.09, 0.15, 0.14, 0.14, 0.11, -0.11, -0.15], "relative_energy_ev": 5.327, "mol_weight_g_mol": 99.133, "e_homo_ha": -0.3309, "e_tot_ha": -325.741791, "lumo_ev": 1.09}

[4]
{"formula": "C4H7N", "method": "ωB97M-V with the def2-TZVPD basis set", "symbols": ["C", "C", "C", "C", "H", "H", "H", "H", "H", "H", "H", "N"], "coordinates": [[1.20, -2.06, -1.25], [0.54, -0.83, -0.72], [0.03, 0.17, -0.19], [-0.72, 1.35, 0.25], [2.33, -1.98, -1.03], [0.77, -2.95, -0.70], [1.10, -2.23, -2.36], [-1.73, 1.31, -0.18], [-0.19, 2.30, -0.07], [-1.57, 0.55, 1.84], [-0.12, 1.29, 2.21], [-0.98, 1.41, 1.69]], "lowdin_charge": [-0.13, -0.09, -0.05, -0.33, 0.10, 0.08, 0.08, 0.11, 0.12, 0.09, 0.06, -0.03], "relative_energy_ev": 2.008, "mol_weight_g_mol": 69.107, "e_homo_ha": -0.3419, "e_tot_ha": -211.286880, "lumo_ev": 0.93}